Entry 1:
Density functional theory data (ωB97M-V/def2-TZVPD) for a structure of composition C6H12O.

Last column: Mulliken charge in e.
Positions of all 19 atoms, in Å:
C: 2.124 -0.485 -0.881  -1.13
C: 1.549 0.493 0.115  -0.43
O: 0.350 1.191 -0.668  -0.22
C: -0.625 1.557 0.287  -0.52
C: -0.852 0.113 0.304  1.18
C: -0.608 -0.775 1.487  -1.31
C: -1.730 -0.445 -0.773  -1.27
H: 2.351 -0.077 -1.883  0.27
H: 3.072 -0.853 -0.465  0.35
H: 1.488 -1.373 -1.028  0.22
H: 2.253 1.337 0.200  0.17
H: -1.401 2.166 -0.180  0.29
H: -0.228 1.990 1.205  0.28
H: 0.220 -0.402 2.078  0.36
H: -0.399 -1.804 1.180  0.32
H: -1.546 -0.787 2.076  0.42
H: -1.387 -1.424 -1.122  0.31
H: -1.824 0.233 -1.622  0.36
H: -2.724 -0.593 -0.324  0.37

The calculation puts the frontier orbital gap (spin up / spin down) at 6.218 / 6.215 eV. Its HOMO energy (spin up / spin down) is -6.18 / -6.18 eV. Its multiplicity is 1. As for the net charge: 0.

***

Entry 2:
Density functional theory data (ωB97M-V/def2-TZVPD) for a structure of composition C23H30BCoN12.

Last column: Mulliken spin population.
Positions of all 67 atoms, in Å:
Co: -0.831 0.503 0.095  3.08
C: 1.380 -2.062 1.398  0.00
C: 1.915 -0.759 0.909  0.01
C: 3.220 -0.292 0.940  0.02
C: 3.187 0.991 0.408  0.03
C: 4.304 1.962 0.240  0.00
N: 1.918 1.264 0.065  0.00
N: 1.126 0.185 0.357  0.14
B: 1.252 2.627 -0.236  -0.09
N: 0.347 2.955 0.979  0.00
N: -0.573 2.025 1.379  0.13
C: -0.970 2.352 2.621  0.01
C: -1.914 1.522 3.424  0.00
C: -0.334 3.527 3.002  0.02
C: 0.499 3.875 1.947  0.03
C: 1.408 5.048 1.821  0.00
N: 0.350 2.477 -1.495  0.02
N: -0.645 1.544 -1.491  0.17
C: -1.302 1.631 -2.687  0.02
C: -2.461 0.756 -3.007  0.00
C: -0.713 2.618 -3.435  0.05
C: 0.333 3.142 -2.649  0.11
C: 1.266 4.248 -2.980  -0.01
H: 1.924 -2.374 2.288  0.00
H: 1.497 -2.847 0.650  0.00
H: 0.325 -1.986 1.659  0.00
H: 4.086 -0.812 1.312  0.00
H: 5.253 1.468 0.429  0.00
H: 4.207 2.789 0.944  0.00
H: 4.324 2.376 -0.767  0.00
H: 2.065 3.473 -0.411  0.00
H: -2.044 0.525 3.003  0.00
H: -2.893 1.998 3.497  0.00
H: -1.533 1.410 4.438  0.00
H: -0.443 4.051 3.936  0.00
H: 1.475 5.565 2.774  0.00
H: 1.026 5.752 1.080  0.00
H: 2.409 4.751 1.514  0.00
H: -2.212 -0.296 -2.868  0.00
H: -2.766 0.903 -4.040  0.00
H: -3.312 0.993 -2.366  0.00
H: -0.984 2.935 -4.428  0.00
H: 1.201 4.482 -4.039  0.00
H: 2.295 3.990 -2.735  0.01
H: 1.004 5.145 -2.416  0.01
N: 0.583 -1.903 -1.854  0.00
C: -0.546 -2.312 -1.276  0.01
N: -0.910 -3.571 -1.452  0.00
C: -2.089 -3.920 -0.937  0.00
N: -2.464 -5.186 -1.004  0.01
N: -2.967 -3.046 -0.358  0.01
C: -2.509 -1.843 -0.208  0.00
N: -1.276 -1.405 -0.559  0.09
C: -3.429 -0.796 0.314  0.02
C: -4.760 -1.050 0.577  -0.01
C: -5.573 0.017 0.938  0.00
C: -5.031 1.290 1.016  0.00
C: -3.680 1.457 0.763  0.02
N: -2.896 0.430 0.427  0.07
H: 1.123 -2.577 -2.372  0.00
H: 0.948 -0.979 -1.699  -0.01
H: -1.861 -5.864 -1.439  0.00
H: -3.360 -5.464 -0.642  0.00
H: -5.138 -2.057 0.479  0.00
H: -6.623 -0.145 1.144  0.00
H: -5.639 2.145 1.274  0.00
H: -3.201 2.425 0.829  0.00

Its expectation value of S² is 6.0182. The calculation puts the frontier orbital gap (spin up / spin down) at 8.552 / 5.622 eV. Its HOMO energy (spin up / spin down) is -14.61 / -14.36 eV. Its multiplicity is 5. As for the net charge: +2.

***

Entry 3:
Density functional theory data (ωB97M-V/def2-TZVPD) for a cluster of 16 separate species, C4H30BO23 in total in a non-equilibrium geometry.

Last column: Mulliken charge in e.
Positions of all 58 atoms, in Å:
O: -3.159 -0.389 -2.001  -0.54
C: -2.240 -0.023 -1.337  0.86
O: -1.407 -0.726 -0.592  -0.38
B: -0.281 0.159 -0.227  1.49
O: -0.658 1.499 -0.683  -0.54
C: -1.807 1.475 -1.323  0.12
O: -2.350 2.391 -1.852  -0.55
O: 1.037 -0.281 -0.764  -0.89
C: 1.799 -0.694 0.213  0.51
O: 2.890 -1.175 0.110  -0.42
C: 1.110 -0.347 1.538  0.30
O: -0.117 0.018 1.262  -0.37
O: 1.565 -0.511 2.632  -0.57
O: 2.076 2.227 -2.116  -0.69
H: 2.411 2.885 -1.497  0.29
H: 1.453 1.697 -1.600  0.36
O: 0.296 3.310 1.692  -0.57
H: -0.289 4.067 1.580  0.29
H: -0.215 2.678 2.212  0.29
O: -4.846 -3.165 -3.388  -0.67
H: -4.388 -2.716 -2.660  0.37
H: -4.229 -3.126 -4.125  0.30
O: -3.239 0.375 1.920  -0.65
H: -2.606 1.100 1.888  0.31
H: -2.701 -0.410 2.085  0.33
O: 3.323 -1.893 4.498  -0.64
H: 3.807 -2.618 4.084  0.32
H: 2.527 -1.795 3.955  0.35
O: 3.383 -3.469 1.688  -0.64
H: 3.616 -2.547 1.497  0.32
H: 3.871 -3.981 1.036  0.29
O: -3.645 4.151 -3.478  -0.69
H: -4.156 4.965 -3.439  0.29
H: -3.426 3.947 -2.556  0.37
O: 5.052 1.607 -0.247  -0.69
H: 4.331 1.380 0.360  0.34
H: 5.846 1.575 0.299  0.30
O: -3.603 -2.953 -0.570  -0.69
H: -2.927 -3.617 -0.406  0.25
H: -3.104 -2.137 -0.718  0.40
O: -0.027 -0.679 5.315  -0.64
H: -0.335 -1.543 5.609  0.30
H: 0.098 -0.773 4.361  0.32
O: -2.034 2.409 -5.089  -0.63
H: -2.542 2.932 -4.440  0.38
H: -1.165 2.303 -4.689  0.31
O: -0.948 -3.298 1.215  -0.62
H: -0.573 -4.086 0.805  0.28
H: -0.262 -2.631 1.126  0.30
O: 4.392 0.649 3.000  -0.61
H: 3.953 0.219 3.749  0.31
H: 5.183 0.122 2.849  0.29
O: 5.174 -0.791 -1.670  -0.66
H: 4.592 -1.475 -1.327  0.33
H: 4.925 0.012 -1.157  0.39
O: -5.501 1.148 -3.025  -0.65
H: -5.089 2.015 -2.941  0.32
H: -4.843 0.536 -2.662  0.42

The calculation puts the frontier orbital gap at 10.113 eV. Its HOMO energy is -8.30 eV. Its multiplicity is 1. As for the net charge: -1.

***

Entry 4:
Density functional theory data (ωB97M-V/def2-TZVPD) for an isolated molecule of C5H9NO in a non-equilibrium geometry.

Last column: Mulliken charge in e.
Positions of all 16 atoms, in Å:
C: -2.190 1.230 -1.301  -0.75
C: -1.443 0.278 -0.568  -0.23
C: 0.033 0.235 -0.726  -0.41
C: 0.653 -0.780 0.319  -0.09
N: 2.120 -0.665 0.081  -0.72
C: 0.417 -0.364 1.801  -0.06
O: 0.462 0.787 2.061  -0.41
H: -3.205 1.417 -0.883  0.25
H: -1.870 1.575 -2.319  0.26
H: -1.955 -0.563 0.005  0.29
H: 0.436 -0.114 -1.705  0.39
H: 0.676 1.121 -0.561  0.26
H: 0.355 -1.799 0.019  0.47
H: 2.483 0.202 0.564  0.26
H: 2.770 -1.290 0.595  0.25
H: 0.258 -1.271 2.619  0.25

The calculation puts the frontier orbital gap at 9.931 eV. Its HOMO energy is -8.98 eV. Its multiplicity is 1. As for the net charge: 0.

***

Entry 5:
Density functional theory data (ωB97M-V/def2-TZVPD) for a cluster of 2 separate species, C4H12 in total in a non-equilibrium geometry.

Last column: Mulliken charge in e.
Positions of all 16 atoms, in Å:
C: 1.431 0.525 1.192  -0.72
C: 2.385 -0.713 1.388  -0.85
H: 0.423 0.231 1.474  0.15
H: 1.459 1.337 1.947  0.35
H: 1.501 0.998 0.133  0.26
H: 2.112 -1.333 2.189  0.33
H: 3.386 -0.427 1.332  0.29
H: 2.130 -1.258 0.415  0.21
C: -1.567 -0.003 -1.973  -1.00
C: -2.146 0.180 -0.547  -0.56
H: -2.433 -0.219 -2.753  0.28
H: -1.459 0.897 -2.425  0.36
H: -0.830 -0.707 -2.207  0.33
H: -3.130 0.758 -0.500  0.27
H: -1.434 0.615 0.154  0.08
H: -2.340 -0.826 -0.113  0.23

The calculation puts the frontier orbital gap at 12.206 eV. Its HOMO energy is -11.10 eV. Its multiplicity is 1. As for the net charge: 0.

***

Entry 6:
Density functional theory data (ωB97M-V/def2-TZVPD) for a structure of composition C24H45HfN7SbSi3 in a non-equilibrium geometry.

Last column: Mulliken charge in e.
Positions of all 81 atoms, in Å:
Hf: -1.195 -0.649 0.108  -0.12
C: 0.204 -1.224 -2.052  -2.02
Sb: 1.555 0.095 -0.835  0.11
C: 0.694 -0.895 1.024  1.13
C: 1.282 -2.268 0.809  0.03
C: 0.998 -3.366 1.618  -1.03
C: 1.693 -4.547 1.409  -0.85
C: 2.633 -4.622 0.393  -0.87
C: 2.832 -3.503 -0.394  -0.52
N: 2.171 -2.360 -0.185  -0.25
Si: 1.515 -0.219 2.651  0.18
C: 0.955 -1.252 4.095  -1.27
C: 1.005 1.537 3.003  -0.46
C: 3.349 -0.397 2.402  -1.01
C: 0.259 2.015 -0.977  2.07
C: -0.646 2.398 0.142  -1.92
C: -0.908 3.733 0.482  -0.55
C: -1.750 4.057 1.523  -1.17
C: -2.343 3.041 2.275  -1.02
C: -2.093 1.759 1.895  -0.61
N: -1.304 1.430 0.833  1.30
Si: -0.786 2.058 -2.591  0.68
C: -2.316 0.969 -2.238  -0.88
C: -1.493 3.723 -2.983  -1.38
C: 0.106 1.383 -4.087  -1.36
Si: 1.832 3.219 -1.233  0.40
C: 2.792 2.621 -2.717  -1.00
C: 2.898 3.149 0.299  -0.93
C: 1.495 5.028 -1.558  -1.21
H: 0.972 -1.843 -2.515  0.46
H: -0.358 -0.758 -2.852  0.84
H: -0.398 -2.018 -1.571  0.86
H: 0.270 -3.283 2.414  0.92
H: 1.514 -5.402 2.049  0.57
H: 3.202 -5.524 0.212  0.49
H: 3.547 -3.505 -1.208  0.50
H: -0.134 -1.348 4.155  0.36
H: 1.283 -0.744 5.008  0.45
H: 1.397 -2.250 4.110  0.38
H: 0.024 1.581 3.480  0.29
H: 1.006 2.196 2.137  -0.21
H: 1.723 1.945 3.722  0.56
H: 3.640 -1.451 2.405  0.35
H: 3.876 0.086 3.229  0.51
H: 3.720 0.045 1.474  0.21
H: -0.444 4.516 -0.089  0.63
H: -1.940 5.096 1.764  0.55
H: -2.977 3.251 3.125  0.54
H: -2.519 0.933 2.452  0.54
H: -3.017 1.453 -1.555  0.31
H: -2.079 -0.041 -1.877  0.40
H: -2.861 0.761 -3.164  0.55
H: -1.979 4.209 -2.133  0.36
H: -2.251 3.595 -3.763  0.44
H: -0.739 4.402 -3.384  0.39
H: 0.985 0.772 -3.882  0.45
H: 0.436 2.217 -4.711  0.49
H: -0.584 0.794 -4.699  0.50
H: 3.034 1.558 -2.760  0.26
H: 3.745 3.160 -2.687  0.48
H: 2.307 2.906 -3.653  0.32
H: 3.158 2.154 0.669  0.16
H: 2.462 3.721 1.120  0.33
H: 3.840 3.646 0.042  0.55
H: 0.657 5.245 -2.220  0.38
H: 2.395 5.410 -2.053  0.39
H: 1.380 5.609 -0.639  0.40
N: -3.568 -0.464 0.516  -0.81
H: -3.915 -0.934 1.352  0.27
H: -4.043 -0.934 -0.256  0.34
H: -3.961 0.477 0.540  0.28
N: -3.818 -5.973 -0.489  -0.31
C: -2.784 -6.089 0.335  0.63
N: -2.541 -7.232 0.946  -0.33
N: -1.926 -5.076 0.584  -0.44
C: -1.985 -3.855 0.352  0.89
N: -1.919 -2.686 0.167  -0.82
H: -4.433 -6.752 -0.671  0.23
H: -3.970 -5.137 -1.024  0.18
H: -3.104 -8.055 0.799  0.22
H: -1.763 -7.296 1.583  0.23

The calculation puts the frontier orbital gap at 7.398 eV. Its HOMO energy is -16.32 eV. Its multiplicity is 1. As for the net charge: +3.

***

Entry 7:
Density functional theory data (ωB97M-V/def2-TZVPD) for a structure of composition C27H41N4O8PPt in a non-equilibrium geometry.

Last column: Mulliken spin population.
Positions of all 82 atoms, in Å:
Pt: 0.506 0.502 0.269  1.53
O: 1.200 2.383 4.332  0.01
C: 1.131 1.729 3.200  0.02
O: 0.113 1.634 2.530  0.08
C: 2.404 1.101 2.765  0.00
C: 3.598 1.175 3.477  0.01
C: 4.726 0.556 2.952  0.01
C: 4.625 -0.140 1.754  0.01
C: 3.389 -0.164 1.117  0.04
N: 2.326 0.443 1.599  0.08
C: 3.189 -0.953 -0.233  0.00
O: 4.137 -1.568 -0.642  0.05
O: 2.040 -0.821 -0.717  0.39
H: 0.361 2.803 4.594  0.00
H: 3.630 1.701 4.420  0.00
H: 5.672 0.611 3.472  0.00
H: 5.459 -0.664 1.310  0.00
C: -1.869 -4.129 2.872  0.06
C: -1.195 -3.095 3.797  -0.05
C: 0.325 -3.220 3.680  0.02
C: -1.676 -3.287 5.232  0.02
N: -1.595 -1.771 3.377  0.59
N: -1.111 -1.160 2.291  0.47
H: -1.617 -5.129 3.211  0.01
H: -1.520 -4.006 1.851  -0.01
H: -2.950 -4.023 2.905  0.00
H: 0.629 -4.197 4.043  0.00
H: 0.816 -2.460 4.284  0.00
H: 0.648 -3.124 2.647  0.00
H: -1.371 -4.264 5.592  0.00
H: -2.761 -3.243 5.293  0.00
H: -1.250 -2.537 5.894  -0.01
H: -2.357 -1.328 3.876  -0.03
H: -1.659 -0.352 2.010  -0.03
H: -0.801 -1.811 1.479  -0.07
C: -2.151 1.592 -2.473  0.02
C: -0.794 2.256 -2.678  0.02
C: 0.100 1.457 -3.623  0.00
P: 0.077 2.496 -1.049  0.38
C: 1.718 3.367 -1.289  0.03
C: 1.661 4.645 -2.123  0.02
C: 2.747 2.407 -1.895  0.01
C: -0.982 3.529 0.095  0.00
C: -2.094 2.665 0.706  0.07
C: -1.583 4.785 -0.525  0.02
H: -2.582 1.354 -3.442  0.00
H: -2.846 2.246 -1.958  0.00
H: -2.051 0.668 -1.911  -0.01
H: -0.946 3.267 -3.076  0.01
H: 0.592 0.636 -3.103  0.00
H: 0.856 2.086 -4.080  0.00
H: -0.493 1.034 -4.430  0.00
H: 2.031 3.621 -0.266  0.01
H: 1.231 4.459 -3.104  0.00
H: 2.681 4.997 -2.270  0.00
H: 1.107 5.443 -1.638  0.00
H: 2.710 2.442 -2.980  0.00
H: 2.578 1.376 -1.586  0.00
H: 3.752 2.700 -1.599  0.00
H: -0.285 3.828 0.889  0.01
H: -3.014 2.759 0.136  0.00
H: -2.299 2.988 1.723  0.01
H: -1.808 1.605 0.726  -0.02
H: -2.268 4.548 -1.335  0.00
H: -0.821 5.462 -0.896  0.00
H: -2.143 5.308 0.248  0.00
O: -0.569 -2.678 0.245  0.04
C: -0.800 -2.080 -0.820  0.03
O: -0.868 -0.821 -0.921  0.17
C: -1.097 -2.859 -2.068  0.01
C: -1.117 -4.253 -2.079  0.00
C: -1.389 -4.932 -3.257  0.00
C: -1.653 -4.245 -4.431  0.01
C: -1.631 -2.856 -4.401  0.00
C: -1.352 -2.158 -3.239  0.00
N: -1.896 -2.087 -5.610  0.00
O: -1.842 -0.883 -5.500  0.00
O: -2.143 -2.705 -6.609  0.00
H: -0.913 -4.804 -1.174  0.00
H: -1.400 -6.010 -3.259  0.00
H: -1.867 -4.766 -5.353  0.00
H: -1.335 -1.081 -3.250  0.00

Its expectation value of S² is 6.0143. The calculation puts the frontier orbital gap (spin up / spin down) at 7.751 / 4.720 eV. Its HOMO energy (spin up / spin down) is -14.33 / -14.32 eV. Its multiplicity is 5. As for the net charge: +2.

***

Entry 8:
Density functional theory data (ωB97M-V/def2-TZVPD) for a cluster of 4 separate species, C18H41B3NO16PS3 in total in a non-equilibrium geometry.

Last column: Mulliken charge in e.
Positions of all 83 atoms, in Å:
C: -4.359 4.768 -1.196  -1.23
C: -3.715 4.004 0.010  0.25
C: -4.267 2.531 0.184  -0.48
C: -3.116 1.583 -0.274  -0.70
N: -3.440 0.157 -0.145  -0.32
B: -2.363 -0.716 -0.657  0.39
O: -1.927 -1.893 0.014  -0.45
B: -1.634 -2.941 -0.886  0.37
C: -1.201 -4.419 -0.447  -0.35
C: -0.769 -4.539 1.052  -0.86
C: 0.719 -4.151 1.329  -0.15
C: 1.739 -4.581 0.229  -0.58
O: 2.262 -3.453 -0.475  -0.41
O: -1.760 -2.715 -2.292  -0.15
B: -1.165 -1.449 -2.538  0.44
P: 0.366 -1.143 -3.646  -0.54
C: 1.351 -2.724 -3.859  -0.11
C: 0.403 -3.886 -4.323  -0.98
C: 1.329 0.177 -2.723  -0.61
C: 1.743 -0.202 -1.260  -0.88
O: -1.740 -0.331 -1.879  -0.10
H: -4.441 5.840 -0.920  0.34
H: -3.718 4.710 -2.098  0.28
H: -5.376 4.425 -1.457  0.35
H: -3.832 4.609 0.942  -0.32
H: -2.621 3.986 -0.188  0.33
H: -5.116 2.457 -0.527  0.30
H: -4.582 2.373 1.228  0.30
H: -2.247 1.789 0.383  0.27
H: -2.844 1.901 -1.305  0.23
H: -4.317 -0.064 -0.609  0.26
H: -0.475 -4.818 -1.175  -0.01
H: -2.121 -5.041 -0.565  0.36
H: -1.050 -5.548 1.408  0.44
H: -1.403 -3.833 1.630  0.24
H: 1.014 -4.695 2.255  0.29
H: 0.765 -3.078 1.596  0.11
H: 1.370 -5.363 -0.454  0.39
H: 2.613 -5.025 0.760  0.30
H: 2.075 -2.657 0.024  0.17
H: 1.825 -3.070 -2.911  0.13
H: 2.187 -2.549 -4.557  0.43
H: -0.051 -4.389 -3.448  0.04
H: -0.418 -3.451 -4.926  0.31
H: 0.967 -4.646 -4.892  0.39
H: 0.644 1.048 -2.641  0.33
H: 2.223 0.544 -3.268  0.46
H: 1.959 0.752 -0.730  0.44
H: 0.944 -0.702 -0.680  0.04
H: 2.658 -0.823 -1.222  0.26
O: 3.470 -0.635 -4.824  -0.49
S: 4.641 0.018 -4.337  1.20
O: 4.586 1.235 -3.596  -0.59
O: 5.661 0.205 -5.575  -0.33
C: 6.904 -0.439 -5.280  -0.38
C: 6.544 -1.580 -4.346  -0.32
O: 5.519 -1.050 -3.502  -0.30
H: 7.557 0.285 -4.787  0.31
H: 7.376 -0.788 -6.196  0.31
H: 7.391 -1.915 -3.751  0.30
H: 6.128 -2.427 -4.896  0.28
O: 2.392 -0.961 2.359  -0.35
S: 2.582 -0.246 3.581  0.98
O: 3.230 1.022 3.635  -0.57
O: 3.287 -1.239 4.642  -0.32
C: 2.466 -1.368 5.806  -0.35
C: 1.047 -1.155 5.312  -0.26
O: 1.154 -0.123 4.328  -0.30
H: 2.758 -0.594 6.519  0.28
H: 2.604 -2.348 6.259  0.32
H: 0.369 -0.854 6.107  0.32
H: 0.659 -2.053 4.823  0.22
O: -3.317 8.370 5.651  -0.53
S: -4.012 7.127 5.746  1.08
O: -4.741 6.744 6.910  -0.53
O: -2.981 5.943 5.360  -0.32
C: -3.491 5.197 4.252  -0.23
C: -4.336 6.184 3.469  -0.32
O: -4.985 6.982 4.463  -0.34
H: -4.099 4.377 4.642  0.29
H: -2.674 4.791 3.660  0.29
H: -5.070 5.692 2.836  0.30
H: -3.712 6.843 2.860  0.33

The calculation puts the frontier orbital gap at 7.815 eV. Its HOMO energy is -7.54 eV. Its multiplicity is 1. As for the net charge: 0.